55
Properties=species:S:1:pos:R:3:forces:R:3:mulliken_charge:R:1 method="wB97M-V/def2-TZVPD" lumo_ev=-2.459 total_energy_ev=-31278.2589 charge=+1 gap_ha=0.375
C -0.013 2.651 0.052 1.59 0.15 -0.90 -1.68
C -0.972 1.474 0.177 -2.42 0.12 -0.23 0.49
C -0.347 0.082 0.218 2.18 0.26 1.88 1.26
C -1.268 -1.155 0.552 6.13 0.13 1.51 -1.27
C -1.234 -3.420 -0.661 2.21 3.02 -2.83 -1.07
N -0.451 -2.327 0.068 -1.91 -1.36 -0.78 -0.18
N -1.955 1.386 -1.090 0.82 -0.63 -0.36 -0.09
H 0.771 2.368 -0.689 0.03 -0.17 1.31 0.32
H 0.361 3.167 0.986 -0.19 -1.62 -0.60 0.31
H -0.294 3.542 -0.474 -1.71 0.42 -0.45 0.55
H -1.720 1.721 1.041 1.45 -0.83 -1.56 0.20
H 0.317 0.120 1.135 -0.53 0.11 -0.91 0.34
H 0.469 -0.092 -0.595 -2.12 0.38 0.99 -0.62
H -1.340 -1.132 1.652 0.05 -0.35 -0.19 0.31
H -2.205 -1.044 0.253 -3.96 -0.27 -2.26 0.35
H -0.863 -3.465 -1.724 -0.43 0.53 0.54 0.32
H -1.036 -4.408 -0.437 0.06 -1.90 1.77 0.41
H -2.229 -3.123 -0.724 -1.88 -0.17 0.15 0.21
H -0.092 -2.895 0.797 0.37 0.32 1.58 0.47
H -2.780 0.730 -0.957 1.38 0.82 -0.16 0.16
H -1.533 1.348 -2.053 0.72 -1.54 1.11 0.13
H -2.278 2.283 -1.258 -1.75 2.59 0.60 0.47
H 1.511 0.284 4.108 0.67 1.07 -0.31 0.27
H 1.620 -1.117 4.537 0.62 -1.02 0.28 0.30
O 0.977 -0.455 4.341 -0.83 -0.23 0.07 -0.64
H 2.673 -0.446 -3.708 1.60 -0.26 -1.99 0.27
H 2.379 -0.836 -2.303 0.59 -1.03 1.70 0.29
O 2.068 -0.336 -3.025 -2.00 1.44 0.22 -0.57
H 3.200 1.083 1.030 -0.90 -0.71 -0.70 0.34
H 2.379 -0.146 0.419 -0.17 -1.21 -3.16 0.26
O 2.589 0.330 1.161 0.94 2.15 3.99 -0.60
H 4.029 -1.430 1.243 0.49 -0.05 1.33 0.35
H 4.143 -0.645 2.557 0.14 -0.75 -0.45 0.31
O 4.408 -1.496 2.157 -0.43 0.44 -0.75 -0.62
H 0.786 3.080 -3.229 -3.11 -3.34 0.18 0.33
H 0.203 1.701 -3.764 1.37 -3.83 -4.10 0.24
O 0.025 2.299 -3.143 1.61 7.20 3.93 -0.61
H 2.694 3.652 0.106 -0.86 0.63 0.39 0.31
H 3.903 2.929 -0.316 -3.29 -1.25 0.62 0.30
O 2.878 2.733 -0.068 4.78 0.99 -1.17 -0.61
H 2.540 -2.744 -1.131 0.36 1.25 0.10 0.34
H 1.678 -2.176 -0.082 0.50 1.18 -0.99 0.23
O 2.373 -1.849 -0.733 -0.72 -2.55 0.76 -0.77
H -1.090 -0.042 4.384 0.54 -1.81 1.99 0.29
H -0.509 0.795 3.362 -1.89 -0.26 0.48 0.34
O -1.404 0.547 3.749 0.84 2.18 -2.88 -0.59
H -4.575 0.584 0.871 -3.84 -1.04 1.34 0.30
H -3.060 0.290 1.629 -3.48 1.76 -2.82 0.27
O -3.691 0.741 0.829 6.68 -0.68 2.29 -0.68
H -0.699 -1.249 -2.055 -0.26 1.81 -1.84 0.23
H 0.294 -0.487 -2.822 2.49 0.41 -0.75 0.42
O -0.633 -0.497 -2.755 -2.47 -2.43 2.19 -0.64
H -3.907 -1.638 -1.095 1.28 -2.12 2.18 0.30
H -4.740 -0.277 -0.963 1.01 -2.20 -1.08 0.29
O -4.346 -0.993 -1.558 -2.34 4.25 -1.28 -0.63